(1)
70
Properties=species:S:1:pos:R:3:forces:R:3:nbo_charge:R:1 method="wB97M-V/def2-TZVPD" homo_energy_ev="-11.826 / -11.827" spin_multiplicity=4 s_squared=3.79 charge=+2 orbital_gap_ev="5.051 / 5.283"
Cr 0.149703 -0.475775 -0.239882 1.490 0.462 0.109 1.42
Cl 2.439077 5.667975 -3.146846 0.051 0.178 -0.077 0.07
C 2.190276 4.216032 -2.269116 -0.496 -0.265 0.230 -0.09
C 3.288120 3.406191 -1.930145 -0.349 0.081 -0.046 -0.12
C 3.099278 2.235672 -1.245470 -0.374 -0.485 0.240 -0.29
C 1.804106 1.780762 -0.892441 -0.110 1.592 -0.976 0.48
O 1.666682 0.657160 -0.276630 -0.568 -1.430 1.254 -0.68
C 0.687254 2.616710 -1.237920 0.453 -0.321 0.275 -0.25
C -0.650495 2.250170 -0.923871 0.650 0.185 -0.121 0.24
N -0.976524 1.051771 -0.544091 0.044 0.893 -0.403 -0.54
C -2.287901 0.653014 -0.341305 -1.463 -0.320 0.201 0.08
C -3.401406 1.108029 -1.018864 0.713 -0.270 0.217 -0.18
C -4.662282 0.574168 -0.728971 -0.276 -0.197 0.257 -0.18
C -4.832168 -0.357859 0.261796 0.045 0.193 -0.128 -0.14
C -3.722177 -0.827087 0.996943 0.384 0.090 -0.205 -0.09
C -3.816754 -1.725935 2.077985 0.378 0.032 0.010 -0.05
C -2.672164 -2.075194 2.753162 -0.232 0.087 -0.043 -0.25
C -1.437261 -1.587816 2.318122 0.103 -0.053 0.111 0.12
N -1.293554 -0.793363 1.269525 0.115 -0.185 0.084 -0.56
C -2.427440 -0.363681 0.645435 -0.940 0.341 -0.127 0.21
C 0.918143 3.838969 -1.896461 0.499 0.276 -0.189 -0.15
H 4.279422 3.712177 -2.225829 0.108 0.055 0.022 0.25
H 3.938574 1.615223 -0.966603 0.053 -0.034 0.003 0.24
H -1.416772 3.020069 -1.017677 -0.074 -0.150 -0.036 0.22
H -3.297281 1.847167 -1.797444 -0.003 0.124 -0.088 0.23
H -5.511631 0.919346 -1.293880 -0.149 0.049 -0.048 0.25
H -5.814167 -0.736700 0.498884 -0.104 -0.032 0.009 0.24
H -4.780943 -2.107083 2.380291 -0.084 -0.034 0.027 0.25
H -2.709055 -2.722464 3.613936 0.022 -0.049 0.084 0.26
H -0.543864 -1.836783 2.874630 0.039 -0.062 -0.082 0.21
H 0.081167 4.476155 -2.134358 -0.105 0.120 -0.069 0.24
C 9.108872 -5.787479 -8.805059 0.023 0.190 -0.378 -0.26
O 8.832908 -6.269581 -7.504393 0.202 -0.436 0.166 -0.46
C 7.931619 -5.658733 -6.746164 -0.609 0.398 0.561 0.37
C 7.676929 -6.235751 -5.483047 0.261 0.048 -0.434 -0.26
C 6.787814 -5.655353 -4.615514 -0.185 0.411 -0.190 -0.15
C 6.106952 -4.482694 -4.978245 0.532 -0.252 -0.465 -0.20
C 6.343072 -3.923356 -6.243811 -0.158 -0.162 0.633 -0.06
C 7.233251 -4.496227 -7.115995 0.458 -0.392 -0.212 -0.33
C 5.132616 -3.844637 -4.138667 -0.239 0.163 0.001 0.43
N 4.312892 -2.908438 -4.581124 -0.040 0.111 -0.292 -0.46
C 3.508863 -2.591802 -3.551747 0.385 -0.715 1.022 0.11
C 3.848211 -3.359184 -2.417515 -0.656 0.795 -0.477 0.15
N 4.889697 -4.139653 -2.817988 0.134 -0.131 -0.186 -0.52
C 3.134395 -3.281830 -1.198287 -0.232 0.318 -0.124 -0.09
C 3.351388 -4.074766 -0.060677 -0.434 0.291 0.344 -0.09
C 2.532221 -3.888896 1.032097 0.318 -0.129 -0.276 -0.23
C 1.539860 -2.912354 0.993657 -0.233 0.081 0.225 0.09
N 1.308389 -2.140578 -0.057809 0.520 -0.715 0.235 -0.52
C 2.082253 -2.329317 -1.153829 0.383 -0.419 -0.202 0.24
C 1.730450 -1.556529 -2.301742 0.432 -0.202 -0.494 0.13
N 0.672877 -0.731195 -2.149856 -0.331 -0.158 -0.599 -0.46
C 0.259428 -0.037905 -3.198175 -0.275 0.283 -0.007 0.09
C 0.884696 -0.091733 -4.439926 0.380 -0.234 -0.103 -0.24
C 1.987378 -0.904233 -4.613636 -0.420 0.212 0.231 -0.08
C 2.420787 -1.675453 -3.528625 -0.210 -0.019 0.699 0.01
H 9.815740 -6.490182 -9.241414 -0.077 0.075 0.046 0.22
H 9.558011 -4.790841 -8.776546 -0.010 -0.054 0.064 0.19
H 8.201043 -5.755737 -9.412846 0.035 -0.050 0.014 0.18
H 8.198392 -7.144059 -5.224425 0.068 -0.065 0.025 0.24
H 6.605066 -6.123262 -3.659430 0.007 -0.114 0.106 0.20
H 5.814274 -3.022463 -6.511226 -0.031 0.043 -0.090 0.23
H 7.396883 -4.044037 -8.081158 0.037 0.036 -0.053 0.23
H 5.409021 -4.785933 -2.245158 0.018 0.024 -0.165 0.43
H 4.133992 -4.817773 -0.045006 0.046 -0.082 0.032 0.24
H 2.646769 -4.487608 1.920589 0.010 -0.032 0.097 0.25
H 0.899636 -2.763790 1.848582 0.046 -0.006 0.063 0.20
H -0.599162 0.601899 -3.046762 0.014 -0.021 -0.036 0.21
H 0.504964 0.517450 -5.241966 -0.065 0.051 -0.121 0.25
H 2.510160 -0.967119 -5.553246 0.076 -0.015 -0.156 0.26

***

(2)
54
Properties=species:S:1:pos:R:3:forces:R:3:nbo_charge:R:1 method="wB97M-V/def2-TZVPD" smiles="CCOCCCNC(=O)c1ccc2c(=O)n(CCCOCC)c(=S)[nH]c2c1" homo_energy_ev=-8.466 relative_energy_kcal_mol=16.60 orbital_gap_ev=8.325
C 3.658487 2.788795 -7.280810 -0.386 0.009 0.230 -0.64
C 2.605732 3.265720 -6.281986 0.206 0.081 -0.106 -0.06
O 1.341067 2.658766 -6.465818 -0.116 0.060 -0.096 -0.53
C 1.212015 1.342184 -5.981745 -0.138 -0.049 0.277 -0.06
C 0.939531 1.285746 -4.473672 0.098 -0.125 -0.357 -0.43
H 1.790636 1.695776 -3.926510 -0.020 0.014 0.057 0.21
H 0.064924 1.902610 -4.254314 0.001 0.043 0.017 0.20
C 0.702184 -0.151455 -4.010532 0.205 0.217 -0.208 -0.23
N 0.479471 -0.221831 -2.585124 -0.296 0.131 -0.069 -0.60
C 1.407054 -0.711438 -1.730337 -0.255 0.075 -0.041 0.66
O 2.459621 -1.192093 -2.097105 0.247 -0.133 0.035 -0.61
C 1.022974 -0.649267 -0.283610 0.049 0.059 0.425 -0.08
C 0.322285 0.420871 0.250256 0.044 -0.111 -0.028 -0.26
C 0.017750 0.437051 1.610289 0.304 -0.663 0.135 0.28
C 0.410456 -0.625509 2.431395 -0.013 0.150 -0.359 -0.22
C 1.129302 -1.686610 1.884608 -0.072 0.153 -0.019 -0.12
C 1.439969 -1.695223 0.543009 0.019 -0.017 -0.082 -0.21
H 2.009452 -2.499904 0.105689 0.064 -0.063 -0.029 0.24
H 1.439584 -2.486289 2.539565 0.003 -0.070 0.058 0.24
C 0.047522 -0.627282 3.853321 0.239 -0.051 -0.082 0.71
O 0.362480 -1.509614 4.621619 0.009 -0.112 -0.071 -0.60
N -0.682274 0.477941 4.287338 0.233 0.155 -0.174 -0.45
C -1.044336 1.519007 3.487702 -0.024 0.459 -0.246 0.30
S -1.886395 2.833865 4.013856 -0.292 0.477 0.103 -0.21
N -0.659747 1.480641 2.182503 -0.064 -0.023 0.011 -0.58
H -0.949928 2.269324 1.618809 0.008 -0.115 0.234 0.43
C -1.226746 0.420264 5.633798 -0.284 -0.054 0.638 -0.23
C -2.674759 -0.073710 5.612736 0.219 -0.270 -0.329 -0.43
H -3.293001 0.643612 5.070913 -0.048 -0.014 0.102 0.23
H -3.034650 -0.138828 6.639416 -0.028 0.011 0.047 0.22
C -2.810428 -1.441770 4.948015 -0.138 0.025 0.244 -0.07
O -2.570865 -1.303736 3.558149 -0.033 0.170 0.123 -0.57
C -2.883831 -2.442104 2.788632 -0.011 -0.270 -0.212 -0.05
C -2.024034 -3.666135 3.095481 -0.190 0.366 0.044 -0.65
H -2.308591 -4.117823 4.042397 0.034 -0.095 0.079 0.21
H -2.151654 -4.403915 2.308252 -0.021 -0.121 -0.066 0.22
H -0.977052 -3.379697 3.147609 0.134 -0.017 0.004 0.22
H -3.949074 -2.693112 2.914188 0.082 0.064 -0.069 0.16
H -2.719580 -2.121866 1.755391 -0.098 -0.094 0.060 0.18
H -3.827113 -1.832443 5.106566 0.083 -0.006 -0.018 0.17
H -2.090685 -2.142612 5.390929 -0.097 -0.009 -0.030 0.18
H -0.597191 -0.268381 6.200055 -0.070 0.147 -0.088 0.24
H -1.178347 1.419286 6.071772 0.078 -0.174 -0.079 0.24
H 0.032314 1.263839 -0.361146 -0.013 0.086 -0.087 0.21
H -0.380659 0.160047 -2.227477 0.085 -0.121 0.094 0.40
H 1.584807 -0.762020 -4.215915 -0.164 -0.001 -0.035 0.23
H -0.158392 -0.579522 -4.533862 0.088 -0.033 0.020 0.19
H 2.098300 0.741304 -6.218860 -0.038 -0.023 -0.036 0.16
H 0.357604 0.922129 -6.520934 0.114 -0.083 0.028 0.18
H 2.420250 4.333269 -6.427281 0.089 -0.081 0.110 0.19
H 2.966925 3.113292 -5.256721 -0.046 0.067 -0.028 0.16
H 4.564035 3.377119 -7.161954 0.141 0.040 -0.001 0.21
H 3.286666 2.910051 -8.294895 -0.001 0.023 -0.106 0.21
H 3.905933 1.741680 -7.123647 0.080 -0.086 -0.022 0.20

***

(3)
13
Properties=species:S:1:pos:R:3:forces:R:3:nbo_charge:R:1 method="wB97M-V/def2-TZVPD" smiles="C=N.CC" homo_energy_ev=-9.985 relative_energy_kcal_mol=36.61 orbital_gap_ev=11.046
C -1.397410 0.701203 -0.313601 -0.387 -0.250 -2.102 -0.62
C -2.171258 0.569791 0.972106 0.437 2.429 0.255 -0.62
H -0.888183 1.689677 -0.383133 0.142 -0.960 0.257 0.21
H -2.005310 0.699042 -1.258210 -0.091 0.013 0.966 0.20
H -0.772032 -0.179223 -0.511287 0.537 0.592 0.365 0.21
H -3.062565 1.173801 0.928410 -0.466 0.383 -0.098 0.20
H -2.512800 -0.365484 1.302919 0.074 -1.563 0.182 0.21
H -1.559579 1.077024 1.736258 -0.271 -0.631 0.180 0.20
C 1.909459 -1.320218 -0.349458 0.065 1.232 0.913 -0.04
N 2.209249 -0.065766 -0.439023 1.421 -3.970 -1.077 -0.60
H 2.619864 -2.075813 -0.680109 0.285 0.370 -0.463 0.16
H 1.060756 -1.867723 0.159707 0.225 1.302 -0.393 0.14
H 1.610359 0.604404 -0.075674 -1.971 1.052 1.016 0.34

***

(4)
78
Properties=species:S:1:pos:R:3:forces:R:3:mulliken_charge:R:1 method="wB97M-V/def2-TZVPD" homo_energy_ev=-11.231 charge=+1 orbital_gap_ev=7.061
O 1.387225 1.478929 1.674492 0.278 -3.621 0.167 -0.36
B 0.803986 0.152802 1.721720 0.863 1.266 1.683 0.70
O 0.814864 -0.652627 2.903271 -1.379 1.842 -2.726 -0.55
O 0.244115 -0.305351 0.423381 0.311 0.764 0.704 -0.51
N 1.290725 -0.221519 -0.422636 1.751 0.888 -2.885 1.18
C 1.484322 0.577490 -1.579975 1.960 -3.040 2.625 -0.55
N 2.812848 0.186298 -1.931761 -0.873 -0.806 1.559 0.10
Cl 3.703670 0.819278 -3.245339 -0.598 -0.230 0.562 0.11
C 3.361963 -0.803024 -1.007946 -4.706 1.525 1.286 -0.26
N 2.331246 -1.017697 -0.063090 2.936 1.322 -3.512 -0.54
H 2.236371 1.369968 2.172517 -0.987 0.705 -0.078 0.30
H -0.134158 -0.790251 3.127458 0.730 -0.400 0.250 0.32
H 0.751532 1.303107 -2.043454 1.222 -1.107 0.525 0.50
H 4.393790 -1.280348 -1.001882 -1.707 0.819 -0.197 0.38
C 3.622279 -5.215423 -0.760913 0.135 0.083 -0.032 -0.73
O 3.448777 -4.229620 0.249425 -0.205 -0.082 -0.159 -0.37
C 2.135622 -4.253667 0.810285 0.293 0.217 0.410 0.30
C 2.126026 -4.937894 2.171883 -0.311 -0.401 -0.317 -0.70
O 2.400056 -6.330488 2.051619 0.258 0.346 -0.044 -0.39
C 3.733515 -6.655116 2.421755 -0.081 -0.160 0.017 -0.69
H 4.684956 -5.270295 -1.003969 -0.072 0.075 0.065 0.27
H 3.289405 -6.200553 -0.426733 -0.035 0.053 -0.008 0.35
H 3.070730 -4.925048 -1.662842 -0.025 -0.133 -0.020 0.26
H 1.426223 -4.732152 0.126550 0.071 -0.099 0.059 0.33
H 1.827423 -3.211844 0.939253 -0.049 -0.070 0.061 -0.14
H 1.124218 -4.846752 2.603191 0.004 0.067 -0.005 0.35
H 2.832836 -4.457312 2.856479 0.016 0.018 -0.106 0.37
H 3.848156 -6.576552 3.506874 0.110 0.024 -0.005 0.32
H 4.460491 -6.007243 1.925655 -0.013 0.030 0.033 0.29
H 3.927826 -7.686477 2.123602 -0.126 0.070 0.030 0.25
C -3.457269 -2.844230 -4.001314 -0.100 -0.143 -0.133 -0.67
O -2.623174 -2.803902 -5.151682 0.108 0.340 0.323 -0.38
C -2.157554 -1.488207 -5.438297 0.212 -0.488 -0.247 -0.55
C -0.711187 -1.305829 -4.994779 -0.374 0.382 0.053 -0.63
O -0.597310 -1.337562 -3.570390 0.227 -0.178 0.065 -0.14
C -0.094388 -2.579805 -3.096452 -0.055 0.137 0.113 -0.91
H -3.615037 -3.889944 -3.732409 0.035 0.066 -0.124 0.25
H -3.001312 -2.329829 -3.151401 -0.015 0.038 -0.018 0.24
H -4.428070 -2.391141 -4.230062 0.026 0.012 0.124 0.33
H -2.806296 -0.734011 -4.980557 0.089 -0.025 0.051 0.32
H -2.209884 -1.361918 -6.524120 0.038 0.061 0.030 0.39
H -0.366150 -0.319156 -5.319816 -0.009 -0.015 -0.053 0.35
H -0.062887 -2.058208 -5.455513 -0.106 -0.029 0.054 0.39
H 0.971955 -2.664347 -3.331514 0.046 -0.150 -0.050 0.33
H -0.635092 -3.425540 -3.526682 0.051 0.028 -0.020 0.53
H -0.216758 -2.605634 -2.011408 -0.034 0.069 -0.043 0.16
C 0.419913 7.050278 0.424892 -0.141 0.046 0.112 -0.74
O -0.466264 6.136801 -0.209603 0.370 0.022 -0.217 -0.35
C -0.299364 6.114110 -1.624786 -0.363 -0.410 0.302 -0.64
C 0.488828 4.887670 -2.067636 0.286 0.563 -0.253 -0.21
O 1.844717 4.956244 -1.628844 -0.173 -0.360 0.275 -0.42
C 2.089940 4.129726 -0.502960 0.082 0.406 -0.115 0.07
H 0.374003 6.876359 1.501276 -0.094 -0.025 -0.104 0.24
H 1.451650 6.911770 0.092275 -0.023 0.028 -0.037 0.32
H 0.101256 8.078527 0.222427 0.125 -0.011 0.022 0.33
H 0.176399 7.034272 -1.978749 0.077 -0.117 0.004 0.34
H -1.301426 6.064189 -2.062345 0.043 0.002 -0.052 0.37
H 0.509668 4.859640 -3.161699 -0.039 0.008 0.002 0.41
H 0.009182 3.966963 -1.715025 -0.050 0.070 0.124 0.11
H 2.086063 3.076566 -0.806556 -0.023 -0.143 0.119 -0.48
H 1.350516 4.289099 0.285339 -0.032 -0.098 -0.034 0.35
H 3.076910 4.375646 -0.107428 -0.035 -0.012 -0.125 0.41
C -5.499611 2.425908 4.609369 -0.136 0.094 -0.084 -0.71
O -4.675534 2.937909 3.569837 0.236 -0.204 0.304 -0.37
C -3.364653 3.260240 4.026401 -0.150 -0.013 -0.588 -0.72
C -2.359659 2.189725 3.619462 0.030 0.124 0.594 -0.21
O -2.599540 0.963158 4.308773 -0.079 -0.105 -0.424 -0.37
C -3.248081 0.001018 3.490464 -0.027 0.077 0.370 -0.61
H -6.408128 2.025235 4.156727 0.095 0.099 -0.044 0.24
H -5.003068 1.625515 5.163533 0.018 0.043 0.019 0.31
H -5.777001 3.233530 5.295574 0.002 -0.110 0.059 0.32
H -3.353730 3.416237 5.109999 0.045 -0.117 -0.044 0.36
H -3.084719 4.204230 3.548114 0.057 -0.018 0.030 0.38
H -1.356688 2.523315 3.904543 0.000 0.043 -0.014 0.33
H -2.368777 2.036447 2.534380 -0.130 0.032 0.014 0.27
H -2.546986 -0.385747 2.741177 -0.060 -0.067 -0.206 0.14
H -4.125797 0.419077 2.992326 0.072 -0.001 -0.072 0.36
H -3.570646 -0.825016 4.126267 0.106 0.078 0.001 0.28

***

(5)
16
Properties=species:S:1:pos:R:3:forces:R:3:nbo_charge:R:1 method="wB97M-V/def2-TZVPD" homo_energy_ev=-8.938 relative_energy_kcal_mol=124.76 orbital_gap_ev=9.519
C -1.303167 -0.851080 0.773354 -0.598 0.999 -0.641 -0.48
C -0.629916 0.459049 -0.857755 -0.306 -0.098 0.801 -0.27
C -0.195742 1.567560 0.023931 0.091 0.211 0.391 -0.44
C 0.838558 0.658901 -0.593424 0.050 -0.285 0.164 -0.30
C 1.424907 -0.592872 0.064987 0.449 -0.027 0.054 -0.08
O 0.550427 -1.685369 -0.116178 1.115 -0.687 -0.702 -0.74
H -1.535974 -1.936031 0.774109 0.156 0.867 -0.813 0.21
H -0.657889 -0.681690 1.656213 -0.147 0.414 -1.002 0.20
H -2.162049 -0.230381 0.740228 -0.921 0.315 0.525 0.18
H -1.013397 0.702148 -1.869626 -0.374 -0.712 0.906 0.23
H -0.221581 2.595185 -0.335619 0.006 -0.189 -0.006 0.21
H -0.455615 1.467499 1.071692 0.163 0.161 0.028 0.21
H 1.510265 1.147225 -1.308539 -0.508 -0.314 -0.042 0.22
H 2.345152 -0.882161 -0.439190 0.336 0.409 0.102 0.18
H 1.628857 -0.445358 1.134552 -0.017 -0.118 -0.116 0.17
H -0.122833 -1.292624 -0.718734 0.506 -0.946 0.351 0.50

***

(6)
13
Properties=species:S:1:pos:R:3:forces:R:3:nbo_charge:R:1 method="wB97M-V/def2-TZVPD" homo_energy_ev=-9.009 relative_energy_kcal_mol=99.70 orbital_gap_ev=9.602
C 0.626565 1.080775 -0.260447 -1.034 -0.847 -0.143 0.52
C -1.171968 -0.098709 -0.214902 0.229 0.954 0.214 -0.33
C 1.265157 -1.280641 -0.491919 -0.566 1.220 -0.419 0.61
O 1.644972 0.268095 -0.174895 0.152 -0.899 -0.024 -0.60
O 0.320978 1.838821 0.807616 0.024 -0.065 0.022 -0.69
O -1.237061 -0.419001 1.167986 0.062 -0.106 -0.156 -0.73
O 2.094858 -2.044555 -0.751108 -0.238 0.224 0.311 -0.47
H 0.282131 1.270491 1.595334 0.009 -0.001 -0.108 0.50
H -0.941782 -1.328461 1.298894 -0.026 0.065 -0.014 0.47
H 0.470718 1.612810 -1.195184 0.044 0.006 0.067 0.16
H 0.043946 -0.933122 -0.598482 1.196 -0.491 0.171 0.18
H -1.717133 -0.817614 -0.840019 0.143 -0.091 0.035 0.19
H -1.681380 0.851112 -0.342874 0.005 0.031 0.044 0.20